Here is 2 unconnected molecules or ions with the total composition C3H10N7 from the Open Molecules 2025 dataset. Energies are from the ωB97M-V functional and the def2-TZVPD basis.

Output
Maximum force   4.60 eV Å⁻¹
Kohn-Sham gap (alpha / beta)   7.81 / 7.81 eV
E_HOMO (alpha / beta)   -0.421 / -0.421 hartree
Energy above the lowest of the compared OMol25 structures with the same formula, charge and spin   63.2 kcal/mol
Total energy   -13694.8222 eV
Total charge   +1

Structure (XYZ):
```
20
Properties=species:S:1:pos:R:3:forces:R:3:mulliken_charge:R:1
N 1.345897 0.472277 -1.101517 -0.7 -0.7 3.6 -0.83
N 2.858666 -0.715388 -0.339350 -0.7 0.9 -1.6 0.10
N -2.075758 -0.754548 -0.368001 2.5 0.5 -0.4 -0.42
N -0.322587 -2.016986 -1.352661 -2.8 1.5 0.7 -0.37
N 0.884372 2.183467 0.861411 -3.0 -3.4 -0.5 -0.42
N 2.643245 -1.142752 0.706919 0.9 -0.2 0.0 -0.09
N -1.063699 1.071506 1.547196 -1.3 0.0 1.4 -0.48
C -0.727780 -0.865480 -0.741471 -2.3 -1.2 1.0 0.19
C -0.037686 1.128418 0.702377 0.9 0.2 0.0 0.16
C 0.121963 0.188804 -0.358665 3.5 0.9 -1.0 0.64
H 1.241624 0.167865 -2.024595 0.2 -0.7 -1.8 0.28
H 0.559350 -2.165909 -1.711812 2.4 0.2 -0.5 0.25
H 1.310302 2.144199 -0.072978 0.7 1.4 0.1 0.35
H 1.788030 -0.955450 1.217214 -1.4 0.3 0.5 0.27
H -2.859823 -1.349316 -0.522965 0.1 -0.8 -0.4 0.20
H 0.390062 2.898143 1.397070 1.2 0.6 -0.8 0.24
H -1.508399 0.264236 1.958098 0.3 -0.7 -1.0 0.28
H -2.317868 0.189874 -0.148055 -0.3 0.3 0.1 0.23
H -1.021130 -2.534256 -1.860646 -0.2 -0.1 0.1 0.25
H -1.208782 1.791296 2.212433 0.4 1.1 0.4 0.18
```
Positions in Å, forces in eV/Å.

=====

Here is a molecular structure, C18H10Co2LiO6 from the Open Molecules 2025 dataset. Energies are from the ωB97M-V functional and the def2-TZVPD basis.

Output
Maximum force   4.08 eV Å⁻¹
Kohn-Sham gap   1.92 eV
E_HOMO   -0.022 hartree
Energy above the lowest of the compared OMol25 structures with the same formula, charge and spin   66.0 kcal/mol
Total energy   -106566.8625 eV
Total charge   -1

Structure (XYZ):
```
37
Properties=species:S:1:pos:R:3:forces:R:3:mulliken_charge:R:1
Co 2.783586 -0.605197 0.516301 3.5 1.9 0.8 0.22
Co 2.225857 -2.467746 2.086919 -0.3 -0.8 1.0 -0.08
O 4.871763 -1.175517 2.478893 -1.1 -0.2 -0.4 -0.49
O 5.139986 -0.230728 -1.193186 -1.5 0.1 0.8 -0.37
O 2.440927 2.118784 1.402124 0.1 -1.8 -0.6 -0.37
O 3.780373 -4.325740 3.712183 -1.0 0.9 -0.6 -0.39
O 0.278593 -4.660160 2.095185 0.9 1.1 0.2 -0.37
O 1.073515 -0.709176 4.114122 0.6 -1.0 -1.1 -0.36
C 1.493091 -1.396393 3.287227 -1.2 2.0 1.6 0.07
C 2.571393 1.019269 1.053183 0.0 3.0 1.3 0.16
C -4.565015 1.574302 -1.359442 -0.1 -0.6 0.3 0.27
C -1.822577 1.207610 -1.638591 0.4 -0.4 0.2 -1.06
C 4.184483 -0.373749 -0.556834 1.8 -0.7 -0.8 0.10
C -0.017696 2.425269 -0.695896 -0.7 0.3 0.0 -0.60
C -0.308069 1.076883 -1.370118 -0.8 1.6 -0.6 0.13
C -1.177732 3.082829 -0.398408 0.5 -0.8 -0.6 -0.87
C 1.027513 -3.782880 2.071310 -1.2 -0.9 -1.1 0.55
C -2.315874 2.315728 -0.938492 0.3 -0.2 0.5 0.82
C 3.842977 -1.314507 1.929389 1.1 0.3 0.0 0.39
C 1.152032 -0.709850 -0.154239 -1.4 -1.5 0.5 0.17
C -4.059655 0.427801 -2.003206 -0.3 0.1 0.0 -1.30
C 1.649074 -1.938070 0.191634 -1.7 -1.4 -2.0 -1.13
C -3.695259 2.492946 -0.787787 0.0 0.6 -0.1 -0.92
C -2.678154 0.271106 -2.211935 0.3 0.1 0.3 0.59
C 3.165520 -3.601250 3.055931 2.0 -0.9 0.3 0.32
C -0.148921 -0.166069 -0.510592 -0.5 -0.8 0.0 -0.41
Li -4.256931 1.388028 -3.960966 0.2 0.1 0.0 -0.41
H 0.242711 1.006428 -2.311019 0.1 -0.2 0.1 0.45
H -1.315482 4.054097 0.072737 0.3 -0.2 -0.1 0.39
H 1.594443 -2.849204 -0.412042 -0.2 0.2 0.1 0.59
H -4.057291 3.317415 -0.169043 -0.1 -0.2 -0.3 0.26
H 0.996041 2.809573 -0.584907 -0.4 -0.2 0.2 0.58
H -2.279093 -0.629877 -2.678753 -0.1 0.2 0.0 0.71
H -5.640667 1.650484 -1.169455 0.4 0.1 -0.2 0.64
H -0.712037 -0.006744 0.433615 0.1 0.1 -0.2 0.15
H -4.751268 -0.325025 -2.385130 0.1 0.1 0.0 0.11
H -0.712155 -0.970669 -1.010710 0.0 0.1 0.1 0.42
```
Positions in Å, forces in eV/Å.

=====

Here is 3 unconnected molecules or ions with the total composition C18H29BrN2O5 from the Open Molecules 2025 dataset. Energies are from the ωB97M-V functional and the def2-TZVPD basis.

Output
Maximum force   2.40 eV Å⁻¹
Kohn-Sham gap   8.54 eV
E_HOMO   -0.318 hartree
Total energy   -102396.3337 eV
Structure (SMILES)   CCCCOc1c(N)cc(Br)c2c1C(=O)NC2=O.CC(C)O.CC(C)O

Structure (XYZ):
```
55
Properties=species:S:1:pos:R:3:forces:R:3:mulliken_charge:R:1
Br 5.009742 -1.423067 4.416855 -0.3 -0.1 -0.3 -0.16
O -2.023003 -2.784593 0.625354 0.4 0.1 -0.2 -0.56
O 0.315847 -0.025200 -2.982713 0.0 -0.3 0.0 -0.42
O 0.070602 0.642045 1.565604 0.5 -0.2 -0.1 -0.46
O 0.383430 2.892107 3.630311 0.5 -0.5 0.5 -0.51
O 4.120697 1.433313 5.712286 -0.6 -0.5 -0.4 -0.52
N 1.977464 2.145714 5.207312 -0.3 0.3 -0.4 -0.31
N 1.302722 -1.656829 0.678459 -0.4 -0.2 0.2 -0.48
C -1.472522 -1.152991 -4.144154 -0.1 0.0 0.2 -1.38
C -3.319505 -0.749036 0.554057 0.2 0.2 0.0 -1.20
C -2.768971 -1.923928 -0.239643 -0.6 -0.1 0.4 1.63
C 0.335605 1.854951 0.834732 -0.3 0.4 -0.7 -0.53
C 0.409340 1.615540 -0.689128 0.3 1.0 0.9 0.04
C 1.164678 0.162894 2.225738 -0.3 1.1 0.2 0.61
C 2.812822 0.312451 3.932562 0.0 1.9 1.4 0.49
C -0.101636 -1.290080 -3.498363 0.0 0.3 -0.6 0.57
C 1.807531 -0.994176 1.802311 -0.8 -0.8 -1.1 0.05
C 2.925863 -1.491676 2.441998 0.3 -0.5 0.0 -0.37
C 3.130842 1.283848 5.045330 0.3 -0.3 0.4 0.09
C 1.672995 0.824211 3.318711 0.2 0.0 -0.6 0.58
C 1.212833 2.102442 3.999392 0.0 -1.1 -0.3 0.16
C -0.123947 2.878498 -1.400691 0.6 -0.1 0.7 -0.47
C 0.469894 4.191673 -0.817068 -0.1 -0.4 -0.7 -1.24
C 3.446986 -0.822897 3.521790 0.7 -0.1 0.2 -0.51
C -3.883387 -2.712475 -0.909885 0.1 -0.1 -0.2 -1.61
C 0.928275 -1.805322 -4.491261 0.2 -0.1 0.1 -1.53
H 0.376331 0.590257 -3.721652 0.0 0.0 0.0 0.30
H 0.186229 2.825705 -2.447639 -0.5 0.0 0.0 0.27
H -3.473735 -3.554935 -1.469310 0.0 0.0 0.0 0.38
H -2.623093 -3.115825 1.301447 0.0 0.0 0.0 0.34
H -0.051403 4.519695 0.083072 0.1 0.0 -0.1 0.32
H -0.094843 0.702208 -0.981510 -0.2 0.2 0.1 -0.23
H 1.284390 -2.661425 0.805257 0.3 0.0 -0.1 0.34
H -2.507038 -0.199738 1.033190 0.0 0.0 -0.1 0.21
H 0.366613 4.952606 -1.596714 0.0 0.2 0.3 0.41
H -4.455910 -2.084589 -1.594473 0.0 0.0 0.0 0.37
H 1.906389 -1.891019 -4.016593 0.0 0.0 0.0 0.37
H 3.375236 -2.406575 2.073490 0.0 0.1 0.0 0.42
H 1.270044 2.339817 1.133284 -0.1 -0.3 0.4 0.44
H -0.163332 -1.971966 -2.647676 0.1 0.1 0.1 0.24
H 1.469947 1.502082 -0.947352 -0.2 -0.2 -0.1 0.26
H -1.827228 -2.110936 -4.528040 0.0 0.0 0.0 0.39
H -4.566590 -3.125222 -0.162531 0.0 0.1 0.0 0.42
H 0.644782 -2.782618 -4.885275 0.0 0.0 0.0 0.39
H -1.208001 2.929558 -1.256441 0.0 -0.1 -0.5 0.32
H -0.449418 2.565498 1.106875 -0.1 -0.3 -0.1 0.33
H 1.384578 1.808051 5.961705 0.2 0.6 0.4 0.32
H 1.538483 4.075289 -0.608440 -0.1 0.1 0.0 0.29
H -3.986725 -1.090046 1.350835 -0.1 -0.1 -0.1 0.36
H -2.199872 -0.775480 -3.422903 0.0 0.0 0.0 0.30
H 1.037153 -1.110656 -5.328887 -0.1 0.0 0.0 0.37
H -1.439727 -0.437644 -4.970546 0.1 -0.1 0.0 0.40
H -2.071834 -1.558559 -0.997280 0.1 -0.1 0.1 -0.69
H -3.872653 -0.062558 -0.089367 0.0 0.0 0.0 0.36
H 0.346032 -1.378394 0.483579 0.1 0.2 0.0 0.02
```
Positions in Å, forces in eV/Å.

=====

Here is a molecular structure, C4H11O4Pb from the Open Molecules 2025 dataset. Energies are from the ωB97M-V functional and the def2-TZVPD basis.

Output
Maximum force   7.18 eV Å⁻¹
Kohn-Sham gap   9.60 eV
E_HOMO   -0.490 hartree
Total energy   -17751.7105 eV
Total charge   +1

Structure (XYZ):
```
20
Properties=species:S:1:pos:R:3:forces:R:3:mulliken_charge:R:1
Pb -1.653801 -0.003207 0.061251 -7.1 1.0 0.1 1.19
O -0.231574 1.034146 -1.091591 2.6 1.1 -1.0 -0.25
O -1.350163 0.904434 2.249727 -0.1 0.5 0.5 -0.25
O -1.080394 -0.492185 1.987712 0.9 -0.8 1.5 -0.62
O -0.235894 -1.451674 -0.254565 2.4 -3.6 3.6 -0.69
C 0.875075 -1.044680 -1.042728 1.9 0.0 0.4 -0.30
C -0.191110 2.420471 -1.402929 0.4 0.7 -0.3 -0.68
C -0.195490 1.524337 2.777008 0.5 0.1 0.2 -0.50
C 0.554448 0.159225 -1.903113 0.0 -0.1 -0.6 -0.47
H 0.322353 0.825696 3.448595 -0.3 0.3 0.0 0.26
H 1.240811 -1.863102 -1.677806 -0.1 0.1 0.3 0.34
H 0.006614 -1.686089 0.951106 -0.7 1.3 -4.6 0.56
H 1.638252 -0.733351 -0.310105 0.1 -0.2 -0.6 0.29
H 1.485756 0.658936 -2.204676 -0.2 -0.2 0.2 0.40
H 0.498868 1.824060 1.977638 -0.1 0.0 0.1 0.24
H -0.599184 2.559762 -2.413836 -0.1 0.3 0.5 0.31
H 0.004910 -0.085508 -2.823684 0.0 0.0 0.3 0.32
H -0.550559 2.415776 3.311859 0.1 -0.3 -0.1 0.26
H 0.845472 2.782537 -1.382233 -0.2 -0.2 0.0 0.30
H -0.725633 2.931875 -0.595928 -0.2 0.0 -0.5 0.29
```
Positions in Å, forces in eV/Å.

=====

> Which value of total energy does entry 4 give?

-17751.7105 eV

=====

> Which value of total energy does entry 2 give?

-106566.8625 eV